# 1
{"formula": "C14H36N3O4", "method": "ωB97M-V/def2-TZVPD", "homo_energy_ev": -11.66, "gap_ev": 7.080, "spin_multiplicity": 1, "total_energy_ev": -27752.22893, "relative_energy_kcal_mol": 0.0, "e_lumo_ev": -4.58, "max_force_ev_per_a": 1.91, "total_charge": 1, "elements": ["H", "O", "H", "H", "C", "H", "C", "N", "H", "H", "H", "C", "H", "H", "H", "H", "H", "H", "H", "C", "H", "H", "H", "C", "O", "H", "H", "N", "H", "C", "H", "H", "N", "H", "H", "H", "O", "H", "C", "C", "C", "H", "H", "H", "C", "H", "C", "C", "H", "H", "O", "H", "H", "H", "H", "C", "C"], "positions_angstrom": [[-3.503112, 4.178372, 1.352705], [-1.296345, -3.589276, -0.480890], [-2.729742, -2.441322, 0.345843], [4.064832, 1.525337, -3.868670], [1.803610, -3.069279, 1.006810], [-3.216905, -3.878725, 2.235743], [1.639595, 3.342737, -4.959051], [1.141699, -2.187772, 2.033669], [0.593404, 3.528771, -4.713381], [-1.559898, -0.595012, 2.061155], [2.269802, -4.592541, 2.456723], [-0.212559, -2.107217, 2.144995], [1.323381, -2.973809, 0.036227], [2.125002, 1.531863, -1.492250], [-2.861239, 2.025912, 2.406595], [0.400755, 3.888600, 2.572651], [-1.773319, -2.634749, 3.293885], [-3.461128, -5.134330, -0.873824], [4.507906, 1.725003, -2.176080], [-2.436835, -4.227676, 1.556993], [-1.423355, 2.759971, 3.102732], [1.750573, 2.276298, -5.160631], [-3.323869, 4.350044, 3.106548], [-2.541832, -3.503305, 0.210247], [-1.142836, -4.182794, 2.144575], [1.431475, -1.228897, 1.868663], [-2.622571, -5.288891, 1.395804], [-0.910779, -3.033384, 2.934614], [-3.708331, -3.533307, -1.557308], [-2.107193, 2.800497, 2.246518], [3.801847, 0.200508, -2.740186], [1.882700, 3.878565, -5.876051], [-0.843831, -1.097709, 1.556897], [1.173175, 2.468875, 1.870669], [1.628797, 1.330011, -3.164415], [-2.076998, 4.962919, 2.026756], [2.258769, 3.210576, -2.575026], [-1.028227, -4.511962, -0.487742], [-3.654820, -4.092696, -0.627740], [1.909093, -4.520189, 1.436351], [2.379231, 1.803796, -2.519810], [2.634129, -5.021100, 0.800364], [1.519484, 4.081755, 1.226445], [0.004737, 2.860203, -0.288358], [2.542093, 3.810017, -3.830961], [-0.589888, -0.788067, 0.630360], [-0.389088, 3.296404, 0.629642], [-2.790484, 4.152979, 2.177022], [-4.628594, -4.018779, -0.147880], [2.403287, 4.878696, -3.672710], [-1.432994, 2.426171, 1.053703], [-0.796907, 4.273528, 0.357819], [2.813492, -2.682730, 0.910516], [0.958533, -5.028067, 1.328655], [3.595040, 3.666076, -4.094346], [0.737718, 3.443361, 1.636117], [3.769524, 1.285737, -2.847702]], "forces_ev_per_angstrom": [[-0.02, -0.01, 0.01], [-0.02, 0.43, 0.22], [0.05, 0.12, 0.04], [-0.03, -0.06, -0.03], [0.83, -0.84, 0.71], [0.06, 0.05, 0.24], [-0.05, -0.11, 0.09], [-1.01, 0.49, -1.55], [-0.01, 0.03, -0.01], [-0.57, -0.12, -0.49], [-0.07, -0.04, 0.15], [0.18, -0.18, -0.21], [-0.31, 0.18, 0.06], [-0.01, 0.08, 0.03], [0.00, -0.02, -0.05], [0.02, 0.07, -0.02], [-0.25, -0.26, -0.14], [0.05, -0.14, 0.07], [0.00, -0.01, 0.01], [-0.34, 0.08, -0.55], [0.02, 0.04, -0.02], [0.05, 0.02, -0.05], [-0.02, -0.02, 0.01], [0.18, -0.37, -0.10], [-0.16, -0.24, 0.54], [0.30, -0.06, -0.27], [0.16, -0.15, 0.04], [0.47, 0.43, 0.25], [-0.05, -0.01, -0.13], [-0.03, 0.07, 0.11], [-0.01, -0.01, 0.01], [0.00, 0.03, 0.00], [0.11, 0.02, 1.08], [0.03, 0.01, -0.02], [0.04, -0.01, -0.04], [0.01, 0.00, 0.07], [-0.07, 0.02, 0.20], [0.09, -0.19, -0.15], [-0.13, 0.27, -0.18], [-0.06, 0.09, -0.24], [0.00, -0.08, -0.08], [0.04, -0.04, -0.12], [0.01, -0.02, -0.03], [-0.09, -0.04, -0.03], [0.04, 0.07, -0.14], [0.54, 0.59, 0.25], [0.16, 0.11, -0.06], [0.04, 0.03, -0.11], [-0.05, -0.03, 0.15], [-0.01, 0.00, 0.07], [0.01, -0.38, -0.01], [-0.01, 0.01, 0.05], [0.02, 0.26, 0.07], [-0.07, -0.14, 0.20], [-0.01, -0.04, 0.00], [-0.10, -0.05, 0.10], [0.03, 0.07, 0.01]], "mulliken_charge": [0.32, -0.48, 0.23, 0.29, -0.16, 0.44, -1.06, -0.18, 0.29, 0.17, 0.32, 0.16, 0.25, 0.16, 0.32, 0.36, 0.37, 0.40, 0.34, -0.72, 0.36, 0.25, 0.40, 0.39, -0.19, 0.33, 0.39, -0.33, 0.36, -0.27, 0.38, 0.41, -0.15, 0.18, 0.33, 0.28, -0.42, 0.38, -1.55, -1.19, -0.10, 0.40, 0.39, 0.15, -0.33, 0.24, -0.14, -1.22, 0.40, 0.34, -0.40, 0.30, 0.44, 0.25, 0.32, -1.02, -1.20]}

# 2
{"formula": "C14H36N4O6Zr", "method": "ωB97M-V/def2-TZVPD", "homo_energy_ev": -7.87, "gap_ev": 8.018, "spin_multiplicity": 1, "total_energy_ev": -34629.78332, "relative_energy_kcal_mol": 111.2, "e_lumo_ev": 0.15, "max_force_ev_per_a": 6.04, "total_charge": 0, "elements": ["H", "N", "C", "H", "C", "H", "H", "H", "H", "H", "H", "H", "H", "H", "H", "C", "C", "O", "H", "H", "C", "H", "H", "C", "O", "O", "C", "C", "H", "C", "H", "H", "H", "Zr", "H", "N", "C", "H", "H", "C", "H", "H", "H", "H", "H", "H", "O", "O", "N", "C", "H", "H", "H", "N", "C", "O", "H", "H", "H", "H", "C"], "positions_angstrom": [[11.602530, -7.111840, 7.706410], [13.540350, -9.087540, 12.798590], [15.732820, -2.803480, 9.560700], [14.197620, -1.757860, 8.318850], [16.886990, -2.402300, 10.420400], [11.898600, -3.507260, 10.858940], [16.103580, -2.946570, 8.545730], [17.354770, -1.537350, 9.950140], [13.915820, -6.695390, 5.692780], [13.070630, -8.220040, 13.015180], [10.852450, -3.037100, 12.226700], [18.228330, -5.545000, 12.807960], [12.528290, -5.665890, 5.859750], [12.485130, -4.393160, 13.128630], [16.397150, -2.032080, 11.321010], [16.907920, -9.432770, 8.428860], [18.075980, -8.666760, 10.406670], [16.367700, -7.321800, 9.420550], [13.711270, -9.233570, 7.243280], [14.493090, -5.210630, 13.847580], [12.724400, -8.801030, 7.407880], [16.296560, -10.051110, 9.086120], [17.952240, -8.006860, 11.265340], [16.172180, -5.480220, 13.076020], [13.101550, -5.658730, 11.599530], [15.229990, -4.077400, 9.821940], [12.863440, -6.696480, 5.976680], [12.034760, -4.969550, 12.320510], [17.568780, -3.243020, 10.548690], [17.412500, -8.191530, 9.093110], [17.804540, -10.006680, 8.194800], [11.809190, -6.667520, 13.847420], [17.674320, -4.322130, 13.898420], [14.699000, -6.153430, 10.162580], [14.961060, -10.906910, 11.825760], [17.457130, -5.051820, 13.234740], [14.734340, -1.745600, 9.267470], [13.368610, -9.962400, 13.273170], [12.323430, -7.119390, 5.129550], [11.170960, -5.964490, 13.312160], [18.146610, -7.687440, 8.464550], [15.037240, -0.711060, 9.428970], [12.019280, -9.028430, 6.608390], [16.353270, -9.404950, 7.490950], [10.430010, -6.560710, 12.779600], [10.378400, -4.469210, 11.198290], [14.269330, -8.096190, 11.063920], [15.825320, -6.027790, 12.097410], [15.039140, -9.994280, 11.400180], [14.219010, -9.090120, 11.744140], [12.150190, -9.193350, 8.247200], [15.512340, -9.860040, 10.518050], [17.716930, -9.565410, 10.908280], [15.463470, -4.998860, 14.030940], [11.190270, -3.866580, 11.605450], [13.305480, -6.732670, 8.554380], [13.892640, -1.752550, 9.960000], [19.118570, -8.911610, 10.203820], [10.818760, -5.351900, 14.142090], [15.913180, -4.922660, 14.932080], [12.640820, -7.296310, 7.430690]], "forces_ev_per_angstrom": [[-0.49, 0.15, -0.53], [-3.29, -1.17, 4.93], [0.80, -1.63, -3.20], [0.57, -0.48, -0.32], [-0.84, 0.60, 0.28], [-0.48, 0.20, -0.37], [0.98, 0.03, -0.34], [0.34, -0.11, 0.06], [0.18, -0.12, 0.14], [-0.29, -0.26, 0.04], [0.01, -0.37, 0.22], [-0.28, 0.25, -0.16], [0.17, 0.33, 0.73], [0.93, 0.26, 0.14], [0.63, -0.21, 0.73], [0.30, -1.21, -1.02], [0.84, -0.20, 0.45], [-1.51, 1.74, 0.33], [-0.11, -0.02, 0.14], [-0.53, 0.34, 0.91], [-1.12, 0.03, -0.44], [0.13, 0.03, 0.01], [0.42, 0.88, -0.50], [4.91, 2.89, 0.87], [-1.20, 0.82, -0.13], [-1.25, -2.76, 1.36], [0.55, 0.76, 0.75], [1.13, -0.96, 2.14], [-0.03, 0.24, 0.26], [-1.65, 0.40, 1.84], [0.05, -0.47, 0.01], [0.53, -0.13, -0.32], [0.00, -0.34, -0.21], [-1.53, 0.48, -1.97], [0.47, -0.06, -0.35], [1.95, -0.45, -0.07], [-2.50, 1.54, 1.29], [-0.22, 0.53, 0.35], [-0.19, -1.01, 0.48], [1.23, 0.86, -1.55], [0.15, 0.08, -0.07], [0.83, 0.00, -0.27], [0.41, -0.59, -0.59], [-0.02, 0.81, -0.01], [-0.34, 0.28, 0.16], [-0.38, 0.82, -0.64], [-0.63, 3.87, -2.38], [-1.51, -2.98, -3.83], [2.29, -5.28, -0.35], [1.59, 2.66, -2.40], [0.79, -0.18, 0.56], [-0.14, -0.14, 0.24], [-0.62, -0.52, -0.80], [-3.46, 0.24, 2.19], [0.93, -2.30, -0.45], [2.40, 1.03, 0.71], [-0.19, -0.48, 0.53], [0.30, 0.31, 0.28], [-0.77, 0.11, -0.35], [-0.82, 0.07, -0.06], [-0.41, 0.77, 0.54]], "mulliken_charge": [0.17, -0.39, 0.49, 0.35, -1.30, 0.20, 0.10, 0.45, 0.31, 0.16, 0.32, 0.22, 0.33, 0.11, 0.30, -1.23, -1.19, -0.72, 0.11, 0.21, -1.20, 0.46, 0.12, 0.41, -0.27, -0.86, -1.28, 0.20, 0.24, 0.19, 0.39, 0.27, 0.18, 2.82, 0.17, -0.39, -1.34, 0.19, 0.40, -1.25, 0.37, 0.38, 0.49, 0.25, 0.33, 0.34, -0.47, -0.19, -0.34, 0.72, 0.31, -0.09, 0.34, -0.45, -1.20, -0.89, 0.26, 0.47, 0.41, 0.19, 0.32]}